Entry 1:
89
Properties=species:S:1:pos:R:3:forces:R:3 method="wB97M-V/def2-TZVPD" multiplicity=1 lumo_ha=0.00355 mol_weight_g_mol=854.13 gap_ev=7.3 max_force_ev_per_a=3.90
H -1.231 5.372 -1.787 0.380 0.129 -0.726
C -1.637 -3.074 3.557 -0.491 -0.529 0.168
C -3.611 2.247 -1.737 -0.154 1.281 -0.129
H -0.826 -5.937 5.218 0.197 0.133 -0.069
C 1.717 -0.630 -2.696 0.696 -0.761 0.466
C -1.666 6.382 0.048 -0.156 0.695 -0.824
H 4.948 -0.554 -1.580 0.325 -0.275 0.022
C 2.125 3.720 -4.352 -0.592 -0.022 0.874
C 3.532 -3.003 -2.805 1.244 -0.619 0.611
H 3.423 4.004 -2.588 -0.475 -0.013 -0.476
O -2.982 -1.715 0.834 -1.085 -0.113 -0.868
C 1.437 3.405 -2.044 0.196 0.371 -0.674
C -3.040 0.158 -3.490 -1.836 -0.365 0.175
H -4.933 -1.941 -0.381 0.894 -0.625 -1.118
H -5.170 0.077 -3.762 -0.867 -0.512 -0.638
C -4.387 0.561 -3.252 1.840 0.963 -0.391
C 3.377 0.546 5.556 0.027 -1.261 0.333
C 4.210 -0.853 -0.842 -0.054 0.025 1.059
H -2.138 7.057 2.035 -0.483 0.457 0.239
H -1.462 7.388 -0.411 -0.447 -1.033 0.690
C 0.809 3.369 -4.702 0.064 -0.310 -0.643
Si 2.806 -1.744 -1.612 -0.351 -0.580 -0.786
C -1.800 2.360 1.649 0.601 1.166 1.452
O 2.429 -3.854 0.176 -0.307 0.008 -0.429
H 4.511 -2.656 -3.183 -0.215 -0.002 0.316
H 2.731 -3.585 1.046 0.159 -0.052 0.357
H 2.487 -3.080 4.566 -0.299 0.382 -0.187
H 0.918 1.834 3.611 0.287 -0.299 0.380
C 2.068 -1.122 4.434 0.401 1.218 -0.618
C 1.572 1.124 4.143 -0.047 -0.023 -0.567
C -1.969 -3.594 -2.065 -0.652 -0.359 -0.343
C -2.107 6.222 1.369 1.429 -1.223 -0.633
N 1.379 -0.171 3.803 -0.219 0.367 0.718
C 0.400 -3.013 -0.827 -0.280 -0.091 -0.301
C -1.842 3.793 1.136 -0.697 0.313 0.307
H 2.691 2.545 5.352 -0.081 0.641 -0.211
H 3.724 -4.003 -2.333 -0.323 0.786 -0.476
H 2.001 -0.608 -3.731 0.452 -0.047 -0.542
C -2.154 4.927 1.893 -0.731 0.258 1.114
H 3.726 -1.551 5.720 0.454 -0.719 0.383
H 1.691 3.358 -1.000 0.233 0.065 0.308
H 4.594 -1.500 -0.017 0.126 0.600 -0.697
H -5.628 2.108 -2.485 -0.881 0.363 0.244
H -2.812 -0.639 -4.202 -0.159 0.184 0.314
C -1.828 -4.331 4.112 0.855 0.393 0.631
C 1.743 -2.617 -0.211 0.782 0.047 -1.328
H -2.467 4.834 2.954 0.399 -0.166 -0.769
H -1.038 0.456 -2.930 0.887 -0.274 -0.133
O -4.211 -2.338 -0.966 -2.703 0.869 0.933
C 0.502 -4.311 4.635 -1.296 -1.061 0.956
H 3.830 0.064 -0.399 -0.001 0.114 0.289
C 3.125 -0.804 5.274 -0.185 1.650 -0.035
H 4.192 0.706 6.275 -0.397 0.456 -0.440
H 1.319 -4.359 -2.179 0.066 -0.149 -0.333
C -3.122 -2.184 -0.289 3.754 -0.088 1.042
C -2.042 0.766 -2.782 -0.240 -0.167 -0.064
H 0.487 3.210 -5.734 0.497 0.401 0.086
C -1.879 -2.732 -0.984 0.289 -0.146 -0.084
C -0.173 3.063 -3.773 0.678 0.318 1.060
H 1.659 0.372 -2.359 -0.172 1.121 0.459
P -0.893 2.415 -1.002 0.170 1.058 -0.100
H -2.839 -4.683 4.244 -0.016 -0.320 -0.239
C -2.310 1.784 -1.886 -0.747 0.100 -0.021
C -4.648 1.715 -2.509 1.383 -1.473 0.440
H 2.894 3.930 -5.089 -0.224 -0.049 -0.006
C 0.125 3.075 -2.399 0.579 -0.227 -0.296
O -2.701 1.580 1.373 -0.831 -0.868 -0.758
N 1.795 -2.446 4.171 1.343 -0.113 0.192
H -0.905 -4.877 -3.399 0.131 -0.931 -1.040
H -3.783 3.136 -1.096 0.019 -0.809 -0.408
H 2.947 -3.079 -3.694 -0.709 -0.437 -0.591
C 2.560 1.540 5.022 0.211 -1.104 0.288
H -2.955 -3.852 -2.506 0.754 0.417 0.460
Ba -0.318 -0.566 1.637 -0.546 1.362 -0.436
H -2.513 -2.532 3.141 0.839 -0.304 0.199
O -0.793 2.092 2.360 0.602 -0.278 0.166
C 0.567 -3.021 4.082 0.933 -2.102 0.688
C -0.812 -4.226 -2.586 -0.075 2.034 2.212
H 1.298 -4.714 5.230 0.673 -0.042 -0.150
H -1.148 2.789 -4.111 -0.461 -0.137 -0.196
C 0.368 -3.909 -1.946 0.017 -0.020 0.746
C -1.554 3.963 -0.196 1.119 0.367 -1.222
C 2.421 3.778 -2.983 -0.368 -0.488 0.368
C -0.700 -4.987 4.710 -0.868 1.393 -1.164
C -1.465 5.264 -0.757 -0.342 -0.766 1.374
H 0.749 -1.069 -2.678 -1.140 -0.255 0.020
O 1.736 -1.763 0.809 -0.833 0.392 0.574
N -0.434 -2.452 3.522 -2.206 0.732 -0.539
N -0.694 -2.404 -0.374 -0.747 -1.022 -1.016

***

Entry 2:
84
Properties=species:S:1:pos:R:3:forces:R:3 method="wB97M-V/def2-TZVPD" multiplicity=1 lumo_ha=-0.31443 mol_weight_g_mol=865.84 gap_ev=6.4 max_force_ev_per_a=0.14 charge=+3
H 4.300 0.987 5.527 0.000 -0.003 -0.003
H 0.037 -1.127 -2.897 0.014 0.017 0.012
C 1.121 -1.794 -6.802 -0.002 -0.001 0.000
S 0.709 0.936 5.782 -0.029 0.001 -0.024
S 3.410 -1.540 -5.706 0.005 -0.009 0.024
H -1.183 -3.013 3.193 -0.001 -0.011 0.009
H 4.266 -0.576 -3.299 -0.002 -0.001 0.001
C 4.656 0.051 -0.687 0.009 -0.014 -0.046
C 0.237 3.771 -0.657 0.014 0.039 0.007
N 1.095 0.028 1.481 -0.027 -0.037 0.082
H -0.330 -3.669 -2.628 -0.012 -0.009 0.005
C 1.116 0.255 2.790 -0.030 -0.013 -0.049
N 1.047 -0.561 -1.205 -0.059 0.006 -0.018
C 2.456 -1.887 -7.069 0.015 0.012 0.020
H -2.611 2.956 3.506 -0.015 -0.014 0.001
C 1.483 1.245 7.272 -0.003 -0.006 -0.021
C -1.213 -3.651 -0.653 -0.049 0.001 -0.022
C 2.022 -1.260 -4.726 0.034 -0.012 -0.034
H 2.930 -2.144 -8.003 0.000 -0.003 -0.011
C 0.000 2.529 -0.066 -0.040 -0.068 -0.019
C -2.863 0.015 3.793 0.021 -0.057 -0.022
H -3.795 0.574 -3.846 -0.004 -0.005 0.000
C 3.472 0.319 1.412 0.003 -0.009 -0.037
C 2.229 -0.259 -0.623 0.009 -0.024 -0.057
P -2.459 0.902 2.263 -0.032 0.073 0.034
C -1.994 3.417 -3.600 -0.004 0.016 -0.015
C -2.862 2.501 -4.116 -0.009 -0.007 0.000
H -3.350 -3.480 -0.478 0.001 0.015 -0.002
C 2.145 -0.898 -3.320 0.008 -0.008 -0.019
C 2.278 0.554 3.513 0.011 -0.020 0.033
C 2.217 0.820 4.945 -0.038 0.009 0.021
N -2.651 -0.239 -1.551 0.018 0.034 0.063
C 3.258 1.019 5.812 0.053 -0.007 0.002
C -0.404 4.075 -1.826 -0.002 0.007 -0.012
C -2.429 0.995 -2.276 0.024 0.002 0.040
H 0.895 1.396 8.163 -0.003 0.004 0.007
H -0.924 2.460 3.321 0.006 0.002 0.000
H -3.588 0.591 4.370 -0.001 0.004 -0.008
C -2.403 -3.411 0.046 0.042 -0.047 0.007
H 0.918 -3.840 -0.450 -0.004 0.021 -0.012
H -3.569 -0.235 -1.110 -0.016 0.005 -0.038
H 4.396 0.818 3.277 -0.004 0.009 0.000
C -1.506 1.917 -1.729 -0.011 -0.061 0.005
C -0.012 -3.621 0.063 0.011 -0.070 -0.001
H 0.163 0.191 3.303 -0.030 0.013 0.001
C -1.884 2.535 2.809 0.001 0.009 -0.025
H -2.646 -1.038 -2.181 -0.011 -0.011 -0.004
H -1.825 4.363 -4.098 0.002 0.003 -0.001
H 0.922 4.461 -0.187 0.000 0.004 0.003
H 5.570 0.051 -1.266 -0.001 -0.001 -0.003
H -1.967 -0.121 4.401 -0.003 -0.007 0.013
C 0.001 -3.386 1.435 -0.003 0.002 0.024
N -0.826 1.623 -0.569 -0.014 0.062 0.007
H -3.396 2.704 -5.034 0.001 0.002 -0.002
C 3.351 -0.579 -2.718 0.058 0.019 -0.026
C 0.873 -1.435 -5.459 -0.055 0.004 -0.001
C -1.301 3.147 -2.396 0.009 -0.014 0.022
H -3.290 -0.965 3.573 0.013 0.033 -0.007
H -1.791 3.210 1.958 0.010 -0.010 0.011
C 4.681 0.325 0.631 0.008 0.011 0.039
H -3.906 1.787 0.536 -0.010 0.004 0.004
H 5.615 0.547 1.130 -0.002 0.002 0.003
H -1.258 -5.102 -2.224 0.014 -0.006 0.013
H 0.353 -1.974 -7.538 -0.004 -0.001 -0.006
H -3.334 -3.046 1.943 -0.007 0.013 0.009
H -2.111 -3.629 -2.625 0.019 0.009 0.012
H -0.127 -1.301 -5.070 0.005 0.007 0.010
H -0.237 5.023 -2.322 0.003 0.000 -0.001
C 3.420 -0.260 -1.357 -0.001 -0.001 0.039
H -4.557 0.276 1.227 -0.005 0.001 -0.001
C -1.227 -4.016 -2.114 -0.022 0.032 0.031
C -2.395 -3.167 1.417 0.004 -0.057 -0.036
C -3.084 1.285 -3.441 0.003 0.000 -0.020
C 2.836 1.260 7.142 0.004 -0.003 0.004
C -4.056 1.218 1.456 0.003 -0.005 -0.020
H 0.936 -3.437 1.979 0.018 0.056 -0.003
C 1.009 -0.872 -2.488 -0.065 -0.007 0.014
C -1.190 -3.152 2.119 -0.041 0.019 -0.010
H 0.506 2.270 0.854 0.012 -0.014 0.006
Bi -0.891 -0.574 0.326 0.115 0.027 -0.080
C 3.459 0.587 2.785 0.049 0.014 0.022
C 2.253 0.036 0.779 0.010 0.033 0.037
H 3.510 1.434 7.967 0.005 0.003 0.002
H -4.707 1.796 2.113 0.008 -0.005 0.015

***

Entry 3:
92
Properties=species:S:1:pos:R:3:forces:R:3 method="wB97M-V/def2-TZVPD" multiplicity=1 lumo_ha=0.04898 mol_weight_g_mol=815.00 gap_ev=3.8 max_force_ev_per_a=1.76 charge=-1
F 1.365 0.170 -5.907 -0.043 -0.005 -0.065
O 2.785 -2.579 0.136 0.105 0.285 0.105
H 0.029 2.356 -4.478 -0.002 0.009 -0.011
H 1.395 5.752 1.758 -0.008 0.001 -0.037
C 0.857 -2.049 4.721 -0.005 0.000 -0.055
C 4.228 -1.216 -4.154 0.064 -0.074 -0.043
N -6.501 -2.082 1.155 -0.112 -0.035 -0.056
S -7.441 -2.558 -0.071 -0.478 -0.124 0.012
F 3.515 -1.238 -6.392 0.016 -0.037 -0.142
C -2.848 -1.602 -0.751 0.090 0.104 0.229
H -0.621 -3.544 5.160 0.040 0.013 -0.026
N 0.996 4.970 2.246 -0.008 -0.123 0.012
H -2.961 1.009 -1.180 0.017 -0.001 -0.001
H 0.314 5.137 2.963 0.000 -0.021 0.003
C 1.132 3.716 1.688 0.059 -0.078 -0.206
C -1.855 -0.514 2.576 0.165 0.061 0.061
H -0.542 -1.611 -3.040 -0.063 0.052 0.020
C -3.837 -2.250 -2.847 -0.141 0.009 0.086
C -1.214 3.685 -2.222 -0.010 -0.042 0.011
H 6.376 0.408 3.905 0.004 -0.008 -0.016
H -2.292 2.148 -4.041 -0.060 0.001 -0.033
H -0.214 3.690 -2.657 0.001 0.000 -0.010
H 6.997 -3.586 2.475 -0.006 0.020 0.001
K 0.510 0.235 -0.673 -1.528 0.067 0.880
H -1.886 4.180 -2.948 0.013 -0.007 -0.029
H 4.784 -3.506 1.320 0.007 0.061 0.002
H -5.073 -1.292 3.309 0.054 0.019 -0.004
H -2.453 -2.255 -4.497 0.008 -0.020 0.027
C -2.604 -2.098 -3.438 -0.154 -0.074 0.167
N -1.653 -1.479 -1.327 0.241 -0.033 -0.130
C 2.826 -0.044 -2.580 0.057 -0.011 -0.217
C 6.815 -1.600 3.273 -0.045 0.045 -0.020
C -2.935 -1.268 0.693 0.151 0.024 -0.020
C -1.188 4.479 -0.930 -0.057 0.058 -0.030
F 4.831 -1.013 -1.888 0.134 -0.045 0.161
H -2.099 0.633 -3.160 -0.013 -0.013 0.012
C 4.801 -0.411 2.705 -0.040 0.024 0.036
N -6.369 -2.544 -1.280 -0.127 -0.015 0.038
C 0.339 2.603 2.388 0.273 -0.043 -0.110
H 0.787 -1.581 5.695 0.020 -0.008 -0.009
N -1.590 2.286 -2.042 -0.049 0.105 0.030
C 1.000 -3.205 2.205 -0.019 -0.048 0.022
C -3.001 -0.694 3.361 -0.113 -0.052 -0.075
C -4.129 -1.438 1.389 -0.300 -0.082 0.061
C -3.969 -2.008 -1.474 -0.291 -0.083 -0.112
C -0.288 1.407 -4.018 0.145 -0.068 0.136
C -1.642 1.610 -3.329 0.114 -0.046 0.051
S 2.800 -1.473 1.143 -0.311 -0.417 0.259
O 1.861 3.559 0.722 -0.206 0.025 0.157
H -2.975 -0.464 4.417 0.021 0.007 -0.012
C 1.719 -1.516 3.772 0.085 -0.003 0.010
H 7.781 -1.626 3.764 -0.026 -0.007 0.003
C 2.163 -0.131 -4.844 0.066 -0.041 0.127
C 1.801 0.295 -3.527 -0.098 0.099 -0.116
C 0.061 -3.147 4.416 -0.030 -0.006 -0.022
H -0.919 -0.103 2.986 -0.101 -0.040 -0.059
H -0.576 3.959 -0.200 0.074 -0.005 0.134
H 5.102 -1.808 -4.385 -0.063 0.061 0.017
H 2.031 1.255 2.370 -0.068 -0.055 -0.191
H -0.489 -4.582 2.912 0.004 0.034 -0.006
H -2.623 2.445 -0.241 -0.006 -0.021 -0.015
H 2.313 -0.647 4.009 -0.054 0.033 -0.041
F 2.684 0.411 -1.301 1.229 0.083 -0.461
C -1.538 -1.728 -2.617 0.309 -0.075 -0.229
C 0.936 1.212 2.370 -0.137 0.064 0.563
C 5.147 -2.668 1.905 0.060 -0.130 0.028
H 4.185 0.483 2.734 0.034 -0.054 -0.018
H 1.075 -3.638 1.214 0.002 0.024 0.033
C -5.227 -2.159 -0.754 0.478 0.139 0.075
H -0.494 0.732 -4.856 -0.022 0.004 -0.040
H -0.741 5.460 -1.108 -0.010 -0.045 0.019
C 6.376 -2.701 2.546 0.012 0.017 0.015
C -2.804 2.088 -1.259 -0.041 0.067 -0.054
H -4.011 3.826 -1.803 -0.019 -0.031 -0.020
C 4.367 -1.531 2.008 0.108 0.116 -0.098
C -4.149 -1.150 2.758 -0.085 -0.024 -0.015
C 0.129 -3.727 3.157 0.083 0.063 0.014
C 3.952 -0.767 -2.872 -0.102 0.117 -0.088
C -4.082 2.735 -1.804 0.005 -0.055 -0.008
H -2.188 4.637 -0.515 0.090 -0.012 -0.019
N -1.831 -0.793 1.283 0.153 -0.035 -0.197
C 1.798 -2.116 2.521 -0.214 -0.141 -0.177
N 0.710 0.915 -3.091 0.074 -0.003 -0.597
C 6.029 -0.456 3.352 -0.005 -0.076 -0.032
C 3.302 -0.857 -5.114 -0.026 0.044 0.059
H -4.712 -2.545 -3.413 0.039 0.008 0.012
H -4.937 2.452 -1.183 0.043 0.035 -0.031
C -5.301 -1.892 0.651 0.488 0.105 -0.054
H -0.658 2.598 1.920 0.023 0.065 0.009
H 0.178 2.981 3.414 -0.092 -0.020 -0.026
H -4.288 2.408 -2.827 -0.004 0.026 0.064
H 0.568 0.564 1.572 0.133 0.297 0.325

***

Entry 4:
91
Properties=species:S:1:pos:R:3:forces:R:3 method="wB97M-V/def2-TZVPD" multiplicity=1 lumo_ha=-0.11063 mol_weight_g_mol=753.62 gap_ev=3.3 max_force_ev_per_a=3.10
H 0.163 -0.872 2.433 0.428 0.392 0.024
C 3.724 0.165 4.323 -0.226 -0.166 0.076
F 2.129 -4.349 -4.306 0.172 0.371 -0.676
F 2.394 1.681 -5.547 -0.519 0.119 0.766
C 5.474 -2.508 -0.727 -0.014 0.042 0.132
C 2.177 -0.955 1.662 0.632 -0.592 -1.082
N 1.376 0.483 3.445 -0.417 -1.620 -1.307
H 0.989 -2.246 0.393 0.287 0.110 0.107
H -2.235 6.683 3.687 -0.141 -0.274 0.146
C -3.162 -1.384 -1.301 -0.199 0.056 -0.186
F 0.470 2.432 -4.794 0.884 -0.512 0.238
H 6.495 -2.137 -0.591 -0.443 -0.120 -0.061
F 2.066 1.895 -3.380 -0.209 0.067 -0.682
H -2.760 0.212 5.401 -0.209 0.225 0.129
H -3.506 -3.563 -1.157 0.374 0.166 0.091
C -0.903 1.511 3.466 0.073 -0.234 -0.541
H 3.183 -0.571 1.827 -0.466 -0.319 -0.162
N 2.240 2.026 4.866 -0.530 0.015 0.056
S -4.117 -0.263 -5.021 0.029 -0.772 -0.558
C -0.343 -0.114 -3.999 0.934 -0.214 -0.575
H -6.299 -0.911 -7.977 -0.045 0.149 0.001
O -2.262 -3.065 -2.739 -0.408 -0.298 1.478
H 2.595 3.490 6.299 0.002 -0.220 -0.232
H 6.041 -3.980 -2.219 -0.277 0.144 0.202
H 3.581 3.646 4.821 -0.102 -0.088 0.188
H 2.769 -0.723 -5.263 -0.104 -0.027 0.007
C 0.264 0.941 4.279 -0.430 0.045 0.834
C 2.661 1.138 3.786 0.645 0.510 0.132
N -3.658 2.140 5.859 -0.022 -0.037 -0.093
H -1.260 0.717 2.791 0.107 0.267 0.000
C -1.997 4.544 3.778 -0.278 0.464 0.155
H -0.525 2.338 2.839 -0.127 -0.357 0.150
C -4.611 -2.336 -6.451 0.003 0.703 0.235
C -3.461 3.434 5.388 0.511 -0.257 -0.243
O 0.364 2.698 6.025 0.725 -1.263 -1.312
C 0.912 1.993 5.178 -0.288 0.927 0.947
H -2.749 -0.886 -0.408 -0.259 -0.113 -0.031
H 3.400 1.338 1.737 0.035 0.305 0.161
C -2.802 1.275 5.199 0.640 1.004 -0.602
C -5.877 -0.239 -7.227 -0.138 0.199 -0.142
H -0.089 0.114 4.927 0.123 0.338 -0.308
H 3.725 -4.857 -2.471 -0.009 0.312 0.169
H -4.788 4.677 6.555 0.076 0.086 -0.121
C 3.147 2.935 5.535 0.408 0.073 -0.093
C 2.869 -3.481 -1.061 -0.276 0.471 0.574
F 1.563 -3.985 -6.392 0.591 0.296 0.765
H -4.002 6.776 5.409 0.079 -0.286 -0.014
H -0.418 -3.485 -4.398 -0.024 0.024 0.110
C -2.575 5.758 4.158 0.334 -0.348 -0.322
H 3.354 -0.296 5.249 0.140 0.036 -0.243
H -1.824 -3.046 -0.717 -0.303 -0.039 -0.027
H -1.217 4.486 3.018 -0.175 0.211 0.163
H 3.963 2.378 6.013 -0.154 0.145 -0.023
H -6.694 0.198 -6.640 0.071 0.029 -0.219
O -2.692 -0.723 -2.459 0.036 -0.045 1.880
H -4.267 -1.328 -1.287 0.321 -0.064 0.229
H -5.331 0.565 -7.737 -0.270 -0.039 -0.002
C -2.682 -2.867 -1.399 -0.018 0.085 -0.235
C 1.180 -0.457 2.499 -0.074 0.949 1.140
H 4.644 0.722 4.549 -0.301 -0.187 -0.100
H -3.288 -3.775 -5.389 0.036 0.191 0.145
C -2.442 3.376 4.394 -0.312 -0.408 0.753
H 3.960 -0.621 3.600 0.050 0.158 0.246
C -0.811 -1.418 -3.983 -1.133 -0.149 1.292
H 4.672 -1.177 0.751 -0.061 -0.302 -0.451
C 3.915 -4.033 -1.785 0.491 -0.077 -0.051
C 0.943 0.118 -4.486 -0.076 0.547 -0.066
C 3.203 1.967 2.611 -0.224 0.055 -0.029
C 2.087 -3.379 -5.284 -0.069 -0.161 -0.194
H 4.137 2.458 2.914 -0.283 -0.142 -0.145
C -4.027 4.644 5.780 0.101 0.531 -0.340
C 5.226 -3.548 -1.635 -0.689 0.113 0.194
B -2.281 -1.764 -3.352 0.600 0.679 -2.965
H -4.312 1.871 6.587 0.330 0.158 -0.427
H 2.461 2.731 2.339 0.266 -0.191 -0.003
C 1.768 -0.918 -4.898 -0.069 -0.233 0.047
C 1.996 -1.879 0.629 0.079 0.598 1.120
C -3.577 5.809 5.140 -0.180 -0.598 0.327
C -3.261 -1.724 -4.640 -0.694 -0.780 0.102
H -5.036 -2.989 -7.206 0.022 0.043 0.032
C 1.464 1.526 -4.558 -0.120 0.169 -0.173
C -3.653 -2.755 -5.458 -0.390 0.917 -0.478
H -0.967 0.707 -3.669 -0.040 -0.069 0.042
C 1.263 -2.212 -4.840 0.179 -0.251 -0.191
C -4.953 -1.004 -6.359 0.650 -1.025 0.495
C -2.020 2.000 4.313 -0.921 -0.221 0.707
C 3.092 -2.423 -0.132 0.960 -0.312 -0.644
C 4.438 -1.960 0.020 -0.381 -0.196 0.011
F 3.375 -3.042 -5.568 -0.600 -0.446 0.109
H 1.854 -3.877 -1.165 0.344 0.176 -0.134
C -0.031 -2.473 -4.401 0.928 0.384 -0.425